Entry 1:
ORCA calculation (wB97M-V/def2-TZVPD) on a molecular structure, C14H17N4O4PdS5Sb.

Calculated values
* relative energy (zero: lowest compared OMol25 entry of this formula, charge and spin): 0.0 kcal per mole
* multiplicity: 5
* net charge: 0
* LUMO (alpha / beta): -0.3 / -3.3 eV

Each line ends with the natural charge from an NBO analysis.
Positions of all 46 atoms, in Å:
1 C -4.36851 1.96118 -0.16550  0.013
2 C 4.17372 0.17356 1.74500  0.877
3 H -1.42179 0.74352 0.76803  0.218
4 C -5.25841 3.18490 0.11406  -0.633
5 C -4.90904 0.83936 -0.83361  -0.224
6 H 2.12964 2.04501 -4.28259  0.222
7 C 0.25064 -0.48465 -3.01735  -0.269
8 S 2.06896 -3.47539 -1.18780  -0.033
9 H -0.24938 -1.42287 -3.29104  0.253
10 Pd 1.53599 -1.78319 0.29006  0.755
11 H -4.44492 -1.21398 -1.59454  0.249
12 H 4.37355 0.06998 4.41171  0.183
13 H 6.11656 -0.41225 4.32291  0.208
14 N 1.00165 1.05420 -1.29275  -0.490
15 C 0.33198 -0.10360 -1.66803  0.319
16 C -2.33659 0.85830 0.17447  -0.108
17 S 2.23380 -3.14502 2.06452  -0.626
18 H 0.81880 -0.15227 -5.07591  0.231
19 O -1.95954 -2.19769 -2.02389  -0.960
20 H -2.74764 2.77525 1.03895  0.219
21 Sb 0.18437 -4.32623 1.58139  1.024
22 H 2.34421 2.47803 -1.82705  0.204
23 C -2.80038 -0.19187 -0.60724  -0.377
24 C 5.31261 0.17154 3.93615  -0.252
25 H -6.02126 0.75752 -1.02686  0.225
26 C 1.67822 1.69816 -2.23753  0.043
27 C 1.57841 1.38440 -3.61168  -0.269
28 C -4.08953 -0.21826 -1.12619  -0.162
29 H -6.02142 3.05148 0.88034  0.222
30 H 2.83148 -0.69307 3.05848  0.407
31 H -5.74873 3.58118 -0.76074  0.220
32 S 0.16401 -6.24203 2.85530  -0.415
33 O 5.27173 -0.07445 2.49331  -0.504
34 C -3.09921 1.96415 0.36832  -0.248
35 H 5.61007 1.20663 4.10188  0.189
36 H 2.22202 0.50862 0.54764  0.447
37 H 1.05681 0.56602 1.86844  0.402
38 S -1.68762 -1.55951 -0.76532  2.323
39 C 0.81301 0.26773 -4.02905  -0.162
40 N 1.86599 0.07495 1.42650  -0.698
41 H -4.63657 4.01057 0.43185  0.212
42 N 2.90609 0.06681 2.36219  -0.514
43 O 4.31716 0.41445 0.55843  -0.613
44 S 0.68989 -4.92866 -0.69504  -0.146
45 O -1.90082 -2.37021 0.43201  -0.971
46 N -0.17998 -0.91233 -0.71224  -0.989

=====

Entry 2:
ORCA calculation (wB97M-V/def2-TZVPD) on a molecular structure, C14H17N7O7PS4W.

Calculated values
* relative energy (zero: lowest compared OMol25 entry of this formula, charge and spin): 160.8 kcal per mole
* multiplicity: 2
* net charge: 0
* LUMO (alpha / beta): -2.3 / -2.4 eV

Each line ends with the natural charge from an NBO analysis.
Positions of all 51 atoms, in Å:
1 C 0.50562 0.36921 5.24994  0.233
2 H 2.77282 -0.08525 -3.14284  0.199
3 O -0.14459 0.61654 -0.53528  -0.828
4 C -4.75228 2.04168 -0.30311  -0.175
5 H 1.53430 -1.38526 -4.90857  0.215
6 N -0.99050 -0.34721 1.73843  -0.338
7 O 1.78238 1.64799 2.17834  -0.450
8 H -4.35085 3.58193 -1.79130  0.237
9 H -1.90630 3.60610 -1.29280  0.230
10 C 1.66691 -0.31091 -4.98931  -0.621
11 O 0.73725 -0.04923 -2.78254  -0.827
12 N 1.20076 0.82799 3.07259  -0.036
13 H 1.12608 -3.48101 -1.39898  0.217
14 S -0.50624 -1.92698 -0.71444  -0.567
15 O -1.27326 4.27145 1.17030  -0.874
16 C 1.85864 0.28822 -3.61044  -0.063
17 S -0.78276 2.95554 1.00381  2.518
18 H 3.49836 -3.32494 -3.32780  0.204
19 S 2.56393 0.60375 -0.44996  -0.216
20 H 2.50044 -4.75912 -3.03249  0.210
21 H -3.00269 -0.64265 1.90031  0.235
22 P 0.98134 -0.63491 -1.31910  1.759
23 C 0.22211 -2.04457 2.66530  0.296
24 C 2.14000 -3.15734 -1.66727  -0.068
25 H -4.76297 0.44152 1.09075  0.229
26 C 2.50727 -3.67303 -3.04888  -0.623
27 O -0.70136 2.10217 2.19123  -0.914
28 N 0.11059 -0.36331 6.03917  -0.196
29 C 1.02856 1.27257 4.29890  0.042
30 C 1.37798 2.57753 4.72111  0.218
31 H 2.54979 -0.11241 -5.58975  0.213
32 N -1.99433 2.11029 0.11518  -0.619
33 N -0.90669 -1.41498 2.58398  -0.393
34 H 1.90381 1.37938 -3.65809  0.182
35 H -5.82489 2.09579 -0.39858  0.228
36 C -3.92429 2.91800 -1.05911  -0.264
37 H 2.84362 -3.52699 -0.91439  0.169
38 H 1.78355 -3.32263 -3.77991  0.203
39 H 0.79045 0.11245 -5.47237  0.212
40 C -4.16837 1.14967 0.53679  -0.176
41 H 1.16574 -3.66222 3.39752  0.408
42 H -0.51355 -3.48790 3.86858  0.413
43 O 0.48881 2.81121 0.31306  -0.874
44 O 2.20530 -1.74529 -1.61444  -0.872
45 W 0.63798 0.69583 1.02797  1.626
46 S 1.66671 -1.59259 1.74449  0.020
47 N 0.32808 -3.11147 3.46723  -0.780
48 C -2.25817 0.02884 1.48131  0.046
49 N 1.63617 3.64777 5.04235  -0.179
50 C -2.59671 2.92471 -0.82214  0.071
51 C -2.75454 1.08405 0.72527  0.122

=====

Entry 3:
ORCA calculation (wB97M-V/def2-TZVPD) on 2 unconnected molecules or ions with the total composition C14H18BrNO2.

Calculated values
* structure (SMILES): O=C1NC(=O)c2c(Br)cccc21.CCCCCC
* relative energy (zero: lowest compared OMol25 entry of this formula, charge and spin): 229.3 kcal per mole
* net charge: 0
* LUMO: -1.7 eV

Each line ends with the natural charge from an NBO analysis.
Positions of all 36 atoms, in Å:
1 H -0.99686 -1.63805 0.09475  0.197
2 N 3.06922 -0.50223 2.46581  -0.683
3 C 1.90883 -1.49987 2.26765  0.650
4 H 0.34096 1.09218 -5.44481  0.208
5 H -2.69728 2.01039 3.88561  0.251
6 H -0.80748 2.10238 -2.00143  0.199
7 H 1.27097 -1.49132 -0.93217  0.208
8 C -0.84665 1.01791 -2.16465  -0.397
9 H -1.73512 -1.61538 -1.52032  0.198
10 H 0.17302 0.63248 -0.31502  0.198
11 C -1.03434 -1.44257 2.86660  -0.090
12 C -0.83502 0.74275 -3.67016  -0.398
13 H 1.31658 0.81478 -3.99874  0.202
14 O 3.14159 2.01665 2.62446  -0.521
15 Br -1.35910 -3.38203 2.48455  0.140
16 H -0.02564 2.95844 3.56448  0.267
17 C -2.22854 -0.37619 3.33701  -0.213
18 H -0.69484 -2.96118 -1.04380  0.213
19 C 0.39251 -1.15342 -1.49586  -0.403
20 C 2.43198 0.88629 2.67171  0.650
21 H -3.33552 -0.78440 3.48529  0.264
22 C 0.40079 1.28657 -4.37003  -0.610
23 C 0.47527 -0.82667 2.69186  -0.140
24 H 0.48650 2.36800 -4.22536  0.201
25 C -0.83239 -1.87815 -0.96070  -0.606
26 H -1.80787 0.68811 -1.75521  0.198
27 H 0.56620 -1.44421 -2.53737  0.195
28 C 0.29552 0.36957 -1.37270  -0.398
29 C -1.86657 1.23445 3.58762  -0.195
30 C 0.82401 0.75247 2.95928  -0.110
31 H 1.24968 0.80920 -1.68178  0.202
32 H 3.66774 -0.76657 3.30483  0.431
33 H -1.72101 1.21173 -4.11603  0.200
34 H -0.92591 -0.33106 -3.86568  0.195
35 C -0.32293 1.83749 3.40069  -0.182
36 O 2.06170 -2.73859 1.77963  -0.518

=====

Entry 4:
ORCA calculation (wB97M-V/def2-TZVPD) on a molecular structure, C14H18Cl2HoN2S.

Calculated values
* multiplicity: 5
* net charge: -1
* LUMO (alpha / beta): 2.3 / 2.3 eV

Each line ends with the Löwdin charge.
Positions of all 38 atoms, in Å:
1 H 0.98555 -5.16198 2.73848  0.098
2 H -1.36757 4.49688 -1.35316  0.108
3 C 1.41220 -2.47280 0.67305  -0.275
4 H -0.38923 2.68886 -0.33956  0.023
5 C -2.26311 0.68765 -0.94360  -0.139
6 H 2.53342 -6.21487 1.10140  0.093
7 H 2.44054 0.38648 -2.22510  0.078
8 H -2.43607 -0.38361 -0.75737  0.112
9 Cl 1.79631 2.50358 0.67563  -0.061
10 H 0.21153 -2.77381 2.41941  0.059
11 H 1.71862 1.23552 -0.88646  -0.091
12 N 1.75986 0.36953 -1.46447  0.034
13 H -0.71563 2.72935 -2.73874  0.107
14 Ho -0.12455 1.03525 1.66309  0.695
15 H -2.33189 3.14791 -3.33945  0.101
16 C 0.92754 -3.23906 1.73699  -0.032
17 S 2.70002 -2.06725 -1.58158  1.054
18 Cl -1.71025 -0.87166 2.18021  -0.119
19 H -1.43609 0.56868 -2.84971  0.109
20 H 3.32079 -4.88275 -0.88815  0.101
21 H -1.51014 3.34214 0.93794  0.107
22 C -2.04462 1.40437 0.10542  -0.334
23 C -1.46337 2.77982 -0.00824  -0.272
24 C -2.18640 1.19298 -2.32068  -0.164
25 C 1.33672 -4.56545 1.89563  -0.087
26 C -1.78979 2.74709 -2.46248  -0.182
27 H -0.09923 1.58982 4.66212  -0.152
28 H 0.67464 2.84819 3.78897  -0.159
29 C 2.26413 -3.12648 -0.26361  -0.487
30 N 1.19588 -1.10269 0.37383  0.038
31 C 0.40819 1.75297 3.65821  -0.490
32 C -1.98173 3.59874 -1.21718  -0.195
33 C 1.79847 -0.79904 -0.77369  -0.689
34 C 2.66231 -4.44689 -0.12845  -0.126
35 H -3.06018 1.04404 -2.97077  0.103
36 H -2.44178 1.14232 1.11216  0.030
37 H -3.00580 3.99583 -1.18300  0.110
38 C 2.21072 -5.17966 0.97293  -0.107

=====

What are the E values for these records? In order: -3422.63185; -3454.72433; -3323.16146; -2920.45791 Ha.